{
  "formula": "C5H10O",
  "method": "the ωB97M-V functional and the def2-TZVPD basis",
  "e_tot_ev": -7391.1993,
  "multiplicity": 1,
  "largest_force_ev_per_a": 3.17,
  "e_above_lowest_ev": 3.566,
  "e_homo_ev": -8.40,
  "species": ["C", "C", "C", "C", "C", "O", "H", "H", "H", "H", "H", "H", "H", "H", "H", "H"],
  "xyz": [[1.999704, -0.251972, -0.261321], [0.728643, -0.588990, 0.516526], [-0.535867, 0.036879, 0.047740], [-1.809967, -0.471368, 0.605591], [-0.569548, 1.164163, -0.860578], [0.184409, 2.004328, -0.228594], [2.146297, 0.830893, -0.275470], [2.868179, -0.736795, 0.199180], [1.924580, -0.600657, -1.296873], [0.570886, -1.673215, 0.556437], [0.860097, -0.291669, 1.568488], [-0.282727, 0.858464, -1.880287], [-1.991154, -0.044354, 1.588305], [-2.654491, -0.164849, -0.001905], [-1.843918, -1.545355, 0.735360], [-1.607898, 1.512343, -0.994359]],
  "atomic_forces_ev_per_a": [[0.0, 0.1, -0.1], [0.3, 0.2, 0.0], [0.3, -0.4, 0.5], [-0.2, 0.5, 0.3], [-1.6, -0.9, -2.6], [1.3, 1.0, 2.3], [0.0, -0.2, 0.0], [-0.2, 0.1, -0.1], [0.0, 0.0, 0.1], [-0.1, 0.0, 0.0], [-0.1, -0.1, -0.1], [0.3, -0.1, -0.5], [0.0, 0.1, 0.3], [-0.1, 0.1, -0.2], [0.4, -0.3, 0.0], [-0.4, -0.1, 0.0]],
  "nbo_charge": [-0.62, -0.50, 0.47, -0.72, -0.13, -0.67, 0.26, 0.21, 0.20, 0.23, 0.25, 0.13, 0.26, 0.23, 0.24, 0.15]
}

{
  "formula": "C21H27MoN5OS4",
  "method": "the ωB97M-V functional and the def2-TZVPD basis",
  "e_tot_ev": -76912.3048,
  "multiplicity": 1,
  "largest_force_ev_per_a": 0.71,
  "e_above_lowest_ev": 0.000,
  "e_homo_ev": [-5.95, -5.94],
  "species": ["Mo", "C", "C", "C", "C", "C", "C", "C", "C", "C", "S", "C", "N", "H", "H", "H", "H", "H", "H", "H", "H", "C", "C", "S", "C", "C", "S", "H", "H", "H", "H", "H", "H", "N", "C", "O", "C", "C", "H", "H", "H", "H", "H", "H", "C", "C", "C", "N", "N", "C", "N", "S", "H", "H", "H", "H", "H", "H", "H"],
  "xyz": [[-0.250920, -0.429740, 0.812256], [0.046581, 0.084566, -2.806689], [-0.784820, 1.127972, -2.113203], [-1.449534, 2.019769, -3.004427], [-2.155864, 3.065275, -2.518494], [-2.178484, 3.298496, -1.122020], [-2.838568, 4.423325, -0.582640], [-2.796877, 4.639953, 0.768131], [-2.106039, 3.756571, 1.599496], [-1.456210, 2.637269, 1.112730], [-0.540539, 1.611808, 2.166103], [-1.504693, 2.387333, -0.288573], [-0.859635, 1.261702, -0.797226], [-0.452075, -0.216470, -3.729198], [0.267530, -0.788127, -2.213416], [0.996811, 0.544052, -3.097488], [-1.369796, 1.825788, -4.064040], [-2.682971, 3.745440, -3.175518], [-3.358450, 5.094928, -1.252383], [-3.293866, 5.496048, 1.203206], [-2.073124, 3.946731, 2.664329], [2.195151, -1.581073, 4.808867], [1.243993, -1.601822, 3.648074], [1.512328, -0.466910, 2.383009], [0.211663, -2.469194, 3.512483], [-0.135813, -3.531730, 4.506700], [-0.741817, -2.339552, 2.088361], [2.997442, -0.864555, 4.637872], [2.649943, -2.559274, 4.975672], [1.689286, -1.288843, 5.731396], [0.714798, -3.781087, 5.139859], [-0.462507, -4.443876, 4.008129], [-0.950848, -3.211668, 5.159378], [-2.574424, -2.927366, -1.764267], [-2.118087, -1.959057, -0.950299], [-0.901253, -1.873879, -0.727821], [-3.064053, -0.946313, -0.386386], [-2.484718, -0.288706, 0.863990], [-1.925681, -3.625358, -2.088715], [-3.560529, -3.082861, -1.869108], [-4.050904, -1.403081, -0.241077], [-3.196791, -0.208723, -1.188103], [-2.818322, -0.823794, 1.752045], [-2.870480, 0.727186, 0.939470], [4.106395, -1.614369, -3.683142], [4.316358, -1.713770, -2.177974], [3.447210, -0.763705, -1.421495], [2.285645, -1.073881, -0.982368], [1.651732, -0.027051, -0.362771], [2.369909, 1.067869, -0.342444], [1.958085, 2.223631, 0.213854], [3.892688, 0.891206, -1.137089], [4.742035, -2.327004, -4.205904], [4.345029, -0.616821, -4.054116], [3.069544, -1.828115, -3.940011], [5.363307, -1.533188, -1.924003], [4.070516, -2.714376, -1.817435], [1.201294, 2.138070, 0.909918], [2.663394, 2.910338, 0.424527]],
  "atomic_forces_ev_per_a": [[0.1, -0.6, 0.3], [0.0, 0.0, 0.1], [-0.1, 0.1, 0.0], [0.0, -0.1, 0.3], [0.0, 0.0, 0.0], [-0.1, 0.2, -0.2], [0.0, -0.1, 0.0], [0.0, 0.0, -0.1], [0.0, 0.0, 0.2], [-0.1, 0.1, -0.2], [0.0, 0.1, 0.1], [0.2, -0.3, 0.0], [0.1, 0.2, -0.2], [0.0, 0.0, 0.0], [0.0, -0.1, 0.1], [0.0, 0.0, 0.0], [0.0, 0.0, -0.1], [0.0, 0.0, 0.0], [0.0, 0.0, 0.0], [0.0, 0.0, 0.0], [0.0, 0.0, 0.0], [0.1, 0.0, 0.1], [-0.2, -0.2, -0.1], [0.0, 0.1, 0.0], [0.3, 0.3, 0.0], [0.0, -0.1, 0.1], [0.1, 0.2, -0.3], [0.0, 0.0, 0.0], [0.0, 0.0, 0.0], [0.0, 0.0, 0.0], [0.0, 0.0, 0.0], [0.0, 0.0, 0.0], [0.0, 0.0, 0.0], [0.0, 0.0, 0.1], [0.0, 0.0, -0.1], [0.1, 0.2, -0.2], [-0.2, -0.2, -0.1], [0.1, 0.0, 0.2], [0.0, 0.0, 0.0], [0.0, 0.0, 0.0], [0.0, 0.0, 0.0], [0.0, 0.0, 0.0], [-0.1, 0.1, -0.1], [0.0, -0.1, 0.0], [0.0, 0.0, -0.1], [0.1, -0.1, 0.2], [0.0, -0.3, -0.2], [0.0, 0.1, 0.1], [-0.1, -0.1, 0.1], [-0.3, 0.2, 0.1], [0.1, 0.0, 0.0], [0.0, 0.1, 0.0], [0.0, 0.0, 0.0], [0.0, 0.0, 0.0], [0.0, 0.0, 0.0], [0.0, 0.0, 0.0], [0.0, 0.0, -0.1], [0.0, 0.0, 0.0], [0.0, 0.0, 0.0]],
  "nbo_charge": [0.33, -0.67, 0.27, -0.27, -0.12, -0.12, -0.23, -0.19, -0.24, -0.19, -0.04, 0.23, -0.46, 0.22, 0.26, 0.23, 0.22, 0.22, 0.21, 0.21, 0.22, -0.64, -0.20, 0.14, -0.21, -0.64, 0.13, 0.22, 0.21, 0.22, 0.21, 0.22, 0.22, -0.79, 0.72, -0.61, -0.53, -0.64, 0.41, 0.40, 0.21, 0.24, 0.23, 0.20, -0.60, -0.45, 0.06, -0.24, -0.35, 0.28, -0.81, 0.35, 0.22, 0.21, 0.21, 0.22, 0.24, 0.44, 0.40]
}

{
  "formula": "C3H6O3P",
  "method": "the ωB97M-V functional and the def2-TZVPD basis",
  "e_tot_ev": -18637.9118,
  "multiplicity": 1,
  "largest_force_ev_per_a": 5.26,
  "e_above_lowest_ev": 4.899,
  "e_homo_ev": [-4.06, -4.06],
  "total_charge": -1,
  "species": ["C", "C", "C", "O", "O", "O", "P", "H", "H", "H", "H", "H", "H"],
  "xyz": [[-0.774449, 0.270861, 0.110112], [-0.698083, -1.240296, 0.177489], [0.329402, 1.157613, -0.194103], [-2.863199, 2.227094, -0.618996], [-3.524794, -1.013993, -0.227999], [-1.546991, 0.816155, 1.281229], [-2.465083, 0.887949, -0.081948], [-0.075562, -1.608711, -0.664606], [-1.794386, -1.557410, 0.112506], [-0.289720, -1.577689, 1.031261], [0.162781, 2.151155, -0.240592], [0.844420, 0.616999, -1.020456], [0.975633, 1.122171, 0.629946]],
  "atomic_forces_ev_per_a": [[-2.9, 0.0, 0.0], [-1.6, 1.3, -3.5], [1.9, -3.9, -0.8], [0.1, -0.9, 0.5], [1.8, 4.9, 0.4], [-0.7, 0.2, 0.2], [-1.4, -4.5, -0.5], [-0.5, 0.0, 0.2], [1.2, 0.0, -0.2], [1.6, -1.0, 3.3], [-1.2, 3.2, -1.2], [0.0, 1.2, 0.1], [1.5, -0.4, 1.5]],
  "nbo_charge": [-0.08, -0.69, -0.63, -1.09, -1.02, -0.82, 2.01, 0.18, 0.33, 0.19, 0.22, 0.20, 0.19]
}